(1)
Formula: C3H6N3
Source: OMol25
Level of theory: ωB97M-V with the def2-TZVPD basis set

Each line ends with the Mulliken charge.
Atoms and positions in Å:
H  3.068  -0.038  1.193  0.29
N  2.263  0.557  1.218  -0.48
C  1.670  0.681  0.139  0.16
C  0.380  1.284  -0.177  -0.43
C  -0.764  0.404  -0.101  -0.06
N  -0.667  -0.890  -0.015  0.06
N  -1.532  -1.826  0.190  -0.30
H  1.846  0.188  -0.866  0.31
H  0.149  2.201  -0.564  0.44
H  -1.776  0.739  -0.193  0.42
H  -2.442  -1.543  0.511  0.27
H  -1.112  -2.773  0.325  0.31

The total energy comes out at -281.77433 Ha. As for the spin multiplicity: 1. The LUMO energy (alpha / beta) comes out at -6.927 / -6.929 eV. The gap between HOMO and LUMO (alpha / beta) is 7.658 / 7.656 eV. Its SMILES is [H]/N=C/C=C\N=[NH2+]. As for the HOMO energy (alpha / beta): -14.59 / -14.58 eV. As for the net charge: +1.

***

(2)
Formula: C14H26F12N4O11PtS4
Source: OMol25
Level of theory: ωB97M-V with the def2-TZVPD basis set

Each line ends with the Löwdin spin population.
Atoms and positions in Å:
Pt  0.602  -1.127  0.237  1.48
C  -1.311  -4.161  2.879  0.00
F  -2.326  -3.975  1.955  0.00
F  -1.787  -4.677  3.997  0.00
F  -0.364  -4.901  2.357  0.00
S  -0.542  -2.383  3.336  0.00
O  -1.653  -1.483  3.093  0.00
O  -0.110  -2.523  4.716  0.01
N  0.720  -2.132  2.080  0.07
S  1.987  -2.814  2.683  0.01
O  1.676  -4.056  3.473  0.01
O  2.958  -2.943  1.556  0.01
C  2.773  -1.446  3.758  0.00
F  3.485  -2.068  4.718  0.00
F  3.443  -0.660  3.011  0.00
F  1.850  -0.702  4.392  0.00
C  2.073  0.050  -3.375  0.00
F  3.191  -0.750  -3.382  0.00
F  2.162  1.003  -2.441  0.00
F  1.836  0.602  -4.594  0.00
S  0.482  -0.979  -2.912  0.00
O  -0.348  0.027  -2.300  0.00
O  -0.115  -1.635  -4.125  0.00
N  1.064  -2.008  -1.593  0.07
S  1.105  -3.383  -2.314  0.01
O  -0.212  -4.050  -2.272  0.00
O  1.833  -3.430  -3.577  0.02
C  2.171  -4.393  -1.036  0.00
F  2.368  -5.626  -1.484  0.00
F  3.345  -3.833  -0.698  0.00
F  1.518  -4.497  0.111  0.00
C  -0.849  3.655  -2.748  0.00
C  -1.302  4.401  -1.495  0.00
C  -2.813  4.130  -1.279  0.00
O  -3.513  5.070  -0.416  0.00
C  -4.786  4.704  -0.057  0.00
N  -0.478  3.964  -0.390  0.00
H  0.218  3.669  -2.969  0.00
H  -1.389  3.987  -3.634  0.00
H  -0.960  2.591  -2.538  0.00
H  -1.199  5.478  -1.626  0.00
H  -2.854  3.129  -0.851  0.00
H  -3.360  4.140  -2.222  0.00
H  -5.478  4.734  -0.898  0.00
H  -5.233  5.427  0.626  0.00
H  -4.710  3.784  0.522  0.00
H  0.386  4.421  -0.646  0.00
H  -0.833  4.354  0.472  0.00
C  -2.471  -2.282  -0.626  0.01
O  -1.578  -1.361  0.109  0.07
C  -2.237  -0.081  0.332  0.01
C  -1.299  0.979  1.017  0.01
N  -0.015  1.006  0.377  0.10
C  1.010  1.603  1.212  0.01
C  2.424  1.270  0.626  0.01
O  2.481  -0.109  0.341  0.07
C  3.741  -0.496  -0.165  0.01
H  -3.380  -2.320  -0.024  0.00
H  -2.060  -3.284  -0.746  0.00
H  -2.704  -1.798  -1.575  0.00
H  -3.056  -0.227  1.036  0.00
H  -2.538  0.340  -0.627  0.00
H  -1.198  0.858  2.095  0.00
H  -1.719  1.980  0.917  0.00
H  -0.160  1.818  -0.206  0.00
H  0.969  1.222  2.233  0.00
H  0.937  2.679  1.374  0.00
H  3.214  1.541  1.326  0.00
H  2.457  1.867  -0.286  0.00
H  4.070  0.085  -1.027  0.00
H  3.866  -1.553  -0.398  0.00
H  4.524  -0.419  0.590  0.00

The total energy comes out at -4505.85162 Ha. As for the spin multiplicity: 3. The LUMO energy (alpha / beta) comes out at -0.208 / -2.088 eV. The gap between HOMO and LUMO (alpha / beta) is 9.020 / 7.504 eV. Its expectation value of S² is 2.004. As for the HOMO energy (alpha / beta): -9.23 / -9.59 eV. As for the net charge: 0.

***

(3)
Formula: C5H8O
Source: OMol25
Level of theory: ωB97M-V with the def2-TZVPD basis set

Each line ends with the Mulliken charge.
Atoms and positions in Å:
C  0.903  -1.078  -0.040  0.00
C  1.039  0.040  0.714  -1.00
C  0.367  1.179  -0.031  -0.43
C  -0.522  0.420  -0.969  -0.50
C  -0.072  -0.847  -1.098  -0.35
H  1.412  -2.025  0.112  0.40
H  1.747  0.182  1.519  0.42
H  1.154  1.630  -0.663  0.29
H  -0.101  1.982  0.542  0.33
H  -1.350  0.880  -1.496  0.38
H  -0.431  -1.607  -1.785  0.41
O  -1.614  0.068  1.120  -0.68
H  -1.970  -0.712  0.683  0.34
H  -0.655  -0.126  1.302  0.41

The total energy comes out at -270.48597 Ha. As for the spin multiplicity: 1. The LUMO energy comes out at 0.923 eV. The gap between HOMO and LUMO is 9.414 eV. Its SMILES is C1=CCC=C1.O. As for the HOMO energy: -8.49 eV. As for the net charge: 0.

***

(4)
Formula: C6H11N2O3S
Source: OMol25
Level of theory: ωB97M-V with the def2-TZVPD basis set

Each line ends with the Mulliken charge.
Atoms and positions in Å:
N  2.843  1.908  -0.447  -0.35
C  1.972  0.974  -0.121  0.55
N  0.648  0.859  -0.180  -0.20
C  0.059  -0.424  0.378  0.96
C  -0.493  -1.340  -0.821  -0.99
C  -1.883  -0.859  -1.293  -0.82
S  -2.422  0.370  0.093  1.17
O  -3.771  0.061  0.489  -0.62
O  -2.074  1.684  -0.340  -0.62
C  -1.028  -0.132  1.292  -1.28
C  1.422  -1.010  0.859  -0.63
O  2.456  -0.170  0.352  -0.38
H  2.555  2.783  -0.888  0.25
H  3.871  1.776  -0.307  0.29
H  0.045  1.690  0.018  0.31
H  -0.597  -2.341  -0.488  0.46
H  0.289  -1.246  -1.610  0.41
H  -1.768  -0.108  -2.052  0.33
H  -2.840  -1.371  -1.335  0.52
H  -1.385  -0.827  2.081  0.41
H  -0.914  0.794  1.787  0.52
H  1.419  -0.917  1.904  0.36
H  1.595  -2.153  0.629  0.33

The total energy comes out at -968.36271 Ha. As for the spin multiplicity: 1. The LUMO energy comes out at -3.090 eV. The gap between HOMO and LUMO is 10.671 eV. Its SMILES is [NH2+]=C1N[C@@]2(CCS(=O)(=O)C2)CO1. As for the HOMO energy: -13.76 eV. As for the net charge: +1.

***

- Which value of net charge does entry 3 give?
  0